No. 1
A 9-piece molecular cluster, C20H48N8O10 overall, computed with ωB97M-V/def2-TZVPD.

As for the energy above the lowest of the compared OMol25 structures with the same formula, charge and spin: 0.0 kcal/mol. The value obtained for the orbital gap is 0.36129 Ha. For the HOMO energy, the calculation gives -9.47 eV.

Each line ends with the Mulliken charge.
Positions of all 86 atoms, in Å:
O 2.1604 2.7452 2.4930  -0.40
C 2.3583 3.3796 3.4616  0.68
O 2.0998 4.7346 3.5289  -0.36
C 1.1967 5.2701 2.5852  0.16
C 1.6286 5.6307 1.1871  -1.13
C 2.9916 2.9147 4.7592  -0.93
H 0.7586 6.1443 3.0630  0.39
H 0.4050 4.5392 2.4797  -0.10
H 2.4800 6.3205 1.1051  0.34
H 0.7168 5.9235 0.6831  0.37
H 1.9304 4.7867 0.5318  0.19
H 4.0057 2.5435 4.6400  0.33
H 2.4263 2.2022 5.3411  -0.01
H 3.0458 3.8578 5.3002  0.41
O -0.2619 3.0360 4.9832  -0.60
C -0.8390 2.4300 4.0893  0.70
N -0.3141 1.4092 3.3192  0.07
C -2.3552 2.7047 3.8301  -1.12
H 0.6990 1.2834 3.1819  -0.24
H -0.8791 0.9595 2.5937  0.16
H -2.4298 3.8393 3.8568  0.27
H -2.9083 2.3496 4.6578  0.35
H -2.7074 2.3771 2.8980  0.30
O -0.5105 -6.3877 -1.6937  -0.62
C -0.0571 -5.3646 -1.2742  0.60
N 1.2710 -5.1754 -1.0960  -0.39
C -1.0266 -4.2533 -0.8626  -0.97
H 1.8698 -5.7587 -1.6775  0.22
H 1.6746 -4.2545 -0.8096  0.26
H -0.9302 -4.0616 0.2226  0.35
H -2.0274 -4.6473 -1.0937  0.33
H -0.8678 -3.3961 -1.3949  0.24
O -4.1832 -0.0155 -2.4975  -0.66
C -5.0911 0.7714 -2.1704  0.82
N -5.2785 1.2454 -0.8968  -0.34
C -6.0902 1.2733 -3.1851  -1.19
H -4.5638 1.1277 -0.1970  0.22
H -5.9927 1.9420 -0.7729  0.18
H -5.7870 2.3129 -3.3990  0.30
H -7.1287 1.3515 -2.7904  0.33
H -6.0640 0.7557 -4.1348  0.32
O -1.9660 1.5045 0.3577  -0.59
C -1.2731 1.9106 -0.5466  0.43
N -1.5388 1.6117 -1.8116  -0.13
C 0.0707 2.6848 -0.4536  -0.46
H -2.4106 1.1184 -1.9639  0.14
H -0.7685 1.6906 -2.4832  0.06
H 0.7841 2.3879 -1.2082  0.39
H 0.5594 2.7145 0.5412  -0.10
H -0.1616 3.7673 -0.5902  0.43
O 0.6431 -3.4597 -5.6903  -0.64
C 0.1809 -4.4703 -5.1501  0.62
N -0.9445 -4.4012 -4.4425  -0.34
C 0.8983 -5.8232 -5.4052  -0.97
H -1.2187 -3.4411 -4.1759  0.22
H -1.3140 -5.1521 -3.8815  0.23
H 0.3446 -6.2644 -6.2471  0.29
H 0.7477 -6.4036 -4.5003  0.36
H 1.9893 -5.6655 -5.6434  0.23
O 2.4474 -0.3841 4.1315  -0.54
C 1.7943 -1.1830 4.7500  0.57
N 1.2771 -0.8259 5.9590  -0.39
C 1.3674 -2.4849 4.1191  -0.86
H 1.7507 -0.0168 6.3257  0.25
H 0.9787 -1.6006 6.5119  0.22
H 0.7200 -2.1666 3.3029  0.14
H 0.8117 -3.1664 4.7812  0.44
H 2.2515 -2.9201 3.7124  0.25
O 1.1112 1.4203 -3.2406  -0.74
C 1.0614 0.3654 -3.9262  0.81
N 1.2066 -0.8012 -3.3457  0.01
C 0.6360 0.4473 -5.3839  -1.14
H 1.2733 -0.8703 -2.3245  0.07
H 1.0788 -1.7035 -3.7958  -0.03
H 1.0995 -0.3479 -5.9559  0.38
H 0.9098 1.4025 -5.7545  0.37
H -0.4751 0.3597 -5.4717  0.22
O 1.6480 -2.1621 -0.8429  -0.74
C 2.0728 -1.4077 0.0353  0.22
N 3.0755 -1.7352 0.8398  -0.37
C 1.4041 -0.0719 0.3144  0.27
H 3.3648 -2.7303 0.8035  0.32
H 3.3515 -1.3575 1.7711  0.19
H 1.4957 0.1559 1.4163  -0.43
H 0.3724 -0.1189 -0.0371  0.11
H 1.8677 0.7480 -0.2460  0.39

---

No. 2
C6H14NO as an isolated structure, computed with ωB97M-V/def2-TZVPD.

As for the energy above the lowest of the compared OMol25 structures with the same formula, charge and spin: 151.0 kcal/mol. The total charge is -1. The value obtained for the orbital gap is 0.20087 Ha. For the HOMO energy, the calculation gives -2.22 eV.

Each line ends with the natural charge from an NBO analysis.
Positions of all 22 atoms, in Å:
C 0.6628 2.1805 -0.2039  -0.20
N -0.5493 2.4285 -0.3979  -0.38
C -1.0643 -0.8439 -2.2558  -0.67
C -1.9682 -1.2658 -1.0090  -0.03
O -1.5687 -2.4510 -0.4125  -0.99
C 1.7771 1.1780 1.0221  -0.42
C 0.1915 -0.5550 1.9386  -0.63
C 1.4773 -0.3348 1.1255  -0.45
H 0.1003 1.1783 -0.3119  0.46
H 1.4807 2.8742 -0.4870  0.11
H -0.8143 -1.8050 -2.6930  0.21
H -0.2311 -0.2202 -1.8987  0.15
H -1.7406 -0.2881 -2.9031  0.17
H -1.9730 -0.5147 -0.1987  0.10
H -2.9792 -1.4092 -1.4529  0.08
H 2.6773 1.5167 0.5351  0.19
H 1.3424 1.7145 1.8616  0.20
H -0.3520 0.3830 1.8189  0.19
H -0.3626 -1.3772 1.5179  0.28
H 0.4345 -0.7429 2.9675  0.18
H 2.2412 -1.0863 1.3715  0.21
H 1.2183 -0.5595 0.0656  0.21

---

No. 3
C26H42N3Re as an isolated structure, computed with ωB97M-V/def2-TZVPD.

As for the energy above the lowest of the compared OMol25 structures with the same formula, charge and spin: 105.9 kcal/mol. As for the spin multiplicity: 4. The total charge is +1. The value obtained for the orbital gap (alpha / beta) is 0.25530 / 0.22847 Ha. For the HOMO energy (alpha / beta), the calculation gives -9.24 / -9.89 eV.

Each line ends with the Mulliken spin population.
Positions of all 72 atoms, in Å:
C -2.7779 -0.6376 -0.5362  0.16
C -2.2809 -0.2802 -1.8498  0.11
C -2.1123 1.1526 -1.8850  0.03
C -2.4286 1.6943 -0.5746  0.10
C -2.8654 0.5760 0.2599  -0.22
Re -0.9586 0.2476 -0.3394  1.72
C 2.0031 1.8727 1.5019  0.12
C 1.3595 0.6768 2.0987  0.60
H 1.8187 0.2285 2.9830  -0.08
C -0.0354 0.4790 1.7191  0.19
H -0.5455 1.2883 2.2458  0.12
H -0.3474 -0.4967 2.0528  -0.10
C 3.3220 1.9385 2.2151  0.06
H 3.9775 1.0747 2.0700  -0.01
H 3.9295 2.8345 1.9296  0.00
H 3.1542 1.9944 3.3009  -0.02
C 1.3052 3.3140 1.5906  0.09
H 0.2533 3.2905 1.3049  -0.01
H 1.4644 3.7772 2.5781  -0.01
H 1.8550 3.8922 0.8206  0.00
C -2.0272 -1.2023 -2.9798  -0.03
H -1.7353 -2.1935 -2.6231  0.00
H -2.9120 -1.3263 -3.6121  0.00
H -1.2252 -0.8186 -3.6183  0.00
C -1.8502 1.8748 -3.1591  -0.01
H -0.8349 1.6629 -3.5118  0.00
H -2.5340 1.5233 -3.9452  0.00
H -1.9587 2.9589 -3.0447  0.00
C -2.5325 3.1186 -0.1524  0.02
H -2.0020 3.7767 -0.8532  0.00
H -3.5824 3.4424 -0.0895  0.00
H -2.0990 3.2659 0.8472  0.00
C -3.4716 0.6776 1.6108  0.03
H -3.0920 1.5503 2.1562  0.01
H -4.5631 0.7763 1.5663  0.00
H -3.2586 -0.2205 2.2006  0.00
C -3.2938 -1.9605 -0.1527  -0.03
H -3.2778 -2.0975 0.9276  -0.01
H -4.3269 -2.1146 -0.4766  0.00
H -2.7055 -2.7470 -0.6214  0.00
C 0.8648 1.9165 -0.5662  -0.06
C 2.1709 1.9558 0.1410  0.08
C 0.6838 2.8453 -1.6650  -0.01
C 3.2847 2.2254 -0.6017  -0.01
H 0.6352 0.8342 -0.5787  0.05
C 1.8486 3.4991 -2.1666  0.00
H -0.1896 3.3047 -2.0677  0.00
C 3.1689 3.1164 -1.6876  0.00
H 4.1759 2.1138 -0.1137  0.00
H 1.8297 4.2787 -2.8881  0.00
H 4.0686 3.5095 -2.1185  0.00
C 1.8914 -3.3348 -1.8314  0.00
N 1.4512 -3.4269 -0.4316  0.03
C 1.7159 -4.6718 0.2715  0.00
C 0.7414 -2.3991 0.1171  0.02
N 0.4795 -1.3406 -0.6309  0.01
N 0.2790 -2.5335 1.4522  -0.01
C -0.8516 -3.4425 1.7292  0.01
C 1.3005 -2.5049 2.5584  0.05
H 2.3197 -4.3110 -2.0845  0.00
H 2.6674 -2.5711 -1.9619  0.00
H 1.0485 -3.1431 -2.5039  0.00
H 2.3150 -4.5076 1.1660  0.00
H 0.7914 -5.1848 0.5374  0.00
H 2.2764 -5.3058 -0.4093  0.00
H 1.0128 -1.3747 -1.5227  0.01
H -0.4921 -4.3561 2.1728  0.00
H -1.5095 -2.9411 2.4231  0.00
H -1.3740 -3.6408 0.8145  0.00
H 2.2692 -2.1897 2.1797  -0.01
H 0.9591 -1.7933 3.2980  0.00
H 1.3598 -3.4897 3.0144  0.00

---

No. 4
C60H52NO6P2PdS as an isolated structure, computed with ωB97M-V/def2-TZVPD.

The total charge is +1. The value obtained for the orbital gap is 0.13556 Ha. For the HOMO energy, the calculation gives -8.49 eV.

Each line ends with the Mulliken charge.
Positions of all 123 atoms, in Å:
C 4.7607 -3.4361 5.6230  -1.15
N 4.7786 -1.9959 5.4021  0.07
C 5.9336 -1.2190 5.5301  0.36
C 5.6686 0.1448 5.3360  0.67
C 6.7085 1.0755 5.3714  -0.59
C 8.0236 0.6101 5.5149  -0.55
C 8.2884 -0.7589 5.6915  -0.63
C 7.2391 -1.6853 5.7442  -0.75
S 3.9760 0.4328 4.9731  -0.03
C 3.6254 -1.3018 5.1063  0.47
C 2.4059 -1.8884 4.7822  -1.06
C 1.1282 -1.3681 5.1787  0.14
C 1.0303 -0.1997 5.9683  -0.56
C -0.1725 0.4947 6.0580  -0.68
C -1.3185 0.0299 5.3960  -0.62
C -1.2773 -1.1882 4.7036  -0.32
C -0.0907 -1.9231 4.6718  -0.36
H 3.7894 -3.7222 6.0321  0.40
H 4.9365 -4.0038 4.7017  0.31
H 5.5526 -3.6924 6.3289  0.38
H 6.4673 2.1310 5.2669  0.39
H 8.8509 1.3200 5.4800  0.37
H 9.3223 -1.0992 5.7857  0.37
H 7.4242 -2.7432 5.9323  0.28
H 2.4550 -2.8108 4.1940  0.66
H 1.9242 0.1743 6.4755  0.61
H -0.2109 1.4229 6.6311  0.41
H -2.2285 0.6343 5.3840  0.40
H -2.1571 -1.5439 4.1599  0.44
H -0.0378 -2.8403 4.0758  0.63
C -3.2778 1.0293 -5.9197  -0.76
C -4.0551 0.0500 -5.2995  -0.57
C -4.3418 0.1409 -3.9404  -0.31
C -3.7924 1.1963 -3.2264  -0.16
O -3.9031 1.1608 -1.8153  -0.33
P -3.2797 -0.0775 -0.9634  1.51
O -3.8471 0.2670 0.5155  0.00
C -4.7631 1.2790 0.8449  0.32
C -6.0036 0.8598 1.3142  -0.38
C -6.9379 1.8399 1.6462  -0.54
C -6.6114 3.1902 1.5056  -0.62
C -5.3706 3.5768 0.9942  -0.64
C -4.4107 2.6152 0.6810  -0.28
O -4.1818 -1.3590 -1.4176  -0.38
C -4.7634 -2.3703 -0.6488  0.46
C -5.8767 -2.9902 -1.2103  -0.53
C -6.6007 -3.8932 -0.4255  -0.53
C -6.1707 -4.1995 0.8662  -0.69
C -5.0070 -3.6266 1.3725  -1.07
C -4.2750 -2.7074 0.6083  0.33
Pd -1.0712 -0.4213 -1.0611  -0.66
P 0.2247 1.2391 -1.8477  0.44
O 0.1711 1.3140 -3.4843  -0.08
C 0.8270 2.1565 -4.3976  0.18
C 1.4429 1.5621 -5.4914  -0.33
C 2.2755 2.3551 -6.2830  -0.54
C 2.3781 3.7256 -6.0342  -0.60
C 1.6632 4.3133 -4.9911  -0.89
C 0.8355 3.5304 -4.1869  -0.15
O -0.0219 2.7537 -1.2921  0.21
C 0.8664 3.4830 -0.4740  0.54
C 1.2022 4.7562 -0.9216  -0.38
C 2.2652 5.4189 -0.3022  -0.65
C 2.9244 4.8228 0.7730  -0.72
C 2.5154 3.5728 1.2499  -0.54
C 1.4510 2.8983 0.6443  -0.46
O 1.8286 1.1121 -1.5800  0.24
C 2.8097 0.6784 -2.4787  0.53
C 3.8632 1.5560 -2.7219  -0.53
C 4.7934 1.2040 -3.7006  -0.53
C 4.6687 -0.0088 -4.3773  -0.66
C 3.6267 -0.8875 -4.0785  -0.64
C 2.6961 -0.5625 -3.0888  0.25
C 0.0730 -2.1046 -0.4765  -1.05
C -0.6918 -3.1073 -1.2570  1.11
C -0.6544 -3.0669 -2.6682  0.19
C -1.4289 -3.9505 -3.4236  -0.92
C -2.2389 -4.8873 -2.7718  -0.41
C -2.2344 -4.9758 -1.3756  -0.83
C -1.4632 -4.0976 -0.6168  -0.31
C 0.0538 -2.0699 0.9899  0.27
C 1.1254 -1.7620 1.7873  -0.81
C -2.9639 2.1551 -3.8002  -0.16
C -2.7045 2.0540 -5.1676  -0.48
H -3.1103 0.9876 -6.9973  0.41
H -4.4584 -0.7890 -5.8603  0.43
H -4.9235 -0.6188 -3.4275  0.55
H -6.1994 -0.2099 1.3850  0.43
H -7.9139 1.5268 2.0059  0.40
H -7.3331 3.9551 1.7943  0.38
H -5.1285 4.6245 0.8271  0.40
H -3.4182 2.8795 0.3132  0.43
H -6.1670 -2.7357 -2.2304  0.39
H -7.5024 -4.3430 -0.8367  0.41
H -6.7472 -4.8965 1.4789  0.43
H -4.6523 -3.8745 2.3723  0.46
H -3.3386 -2.2855 0.9748  0.28
H 1.2887 0.4964 -5.6671  0.42
H 2.8345 1.8833 -7.0923  0.43
H 3.0114 4.3377 -6.6774  0.39
H 1.7302 5.3812 -4.7895  0.45
H 0.2063 3.9545 -3.4080  0.58
H 0.6755 5.1750 -1.7771  0.47
H 2.5694 6.3942 -0.6849  0.40
H 3.7606 5.3362 1.2522  0.39
H 3.0251 3.1062 2.0937  0.53
H 1.0945 1.9359 1.0186  0.51
H 3.9035 2.4930 -2.1666  0.49
H 5.6049 1.8944 -3.9252  0.42
H 5.3944 -0.2699 -5.1506  0.38
H 3.5190 -1.8296 -4.6166  0.42
H 1.8891 -1.2411 -2.8047  -0.34
H 1.0312 -1.8442 -0.9378  0.66
H -0.0373 -2.3136 -3.1643  0.28
H -1.4221 -3.8896 -4.5165  0.43
H -2.8980 -5.5369 -3.3480  0.44
H -2.8544 -5.7151 -0.8589  0.37
H -1.4436 -4.1369 0.4750  0.54
H -0.9372 -2.2814 1.4155  0.41
H 2.0872 -1.4018 1.4204  0.42
H 0.9778 -1.6557 2.8552  -0.42
H -2.5022 2.9283 -3.1811  0.55
H -2.0503 2.7882 -5.6384  0.49

---

no.,F_max (eV/Å)
1,3.638
2,3.806
3,9.140
4,2.436